(1)
157
Properties=species:S:1:pos:R:3:forces:R:3 method="wB97M-V/def2-TZVPD" energy_ha=-3378.9880 de_lowest_kj_mol=317.26 charge=+2 lumo_energy_ha=-0.2786 orbital_gap_ha=0.1813
I 0.801 -4.397 -2.587 -0.59 0.01 0.09
O -2.891 4.650 -2.412 0.27 -0.04 -0.06
O 7.666 4.878 1.060 0.04 0.35 0.34
O 1.001 5.639 2.619 0.09 -0.33 -0.12
O -5.310 0.021 3.977 0.12 -0.16 -0.21
O -5.517 -3.624 -1.501 0.68 0.17 -0.07
O -1.929 -6.671 0.431 0.06 0.46 -0.07
O 6.730 0.375 -0.048 -0.56 -0.27 -0.21
O -2.911 -8.580 -4.568 -0.11 0.10 0.15
O 8.287 -3.718 1.437 -0.15 0.09 -0.11
O 9.318 1.884 1.460 -0.45 0.38 0.13
O -2.770 -10.214 -8.714 0.06 0.05 -0.07
O -1.885 -5.570 -3.087 0.77 0.83 0.26
O 1.110 8.513 -0.847 0.13 -0.45 0.04
O -3.955 -12.047 -0.086 0.07 0.03 0.02
O -3.295 8.234 -0.550 0.22 0.06 -0.03
O -4.704 5.163 2.154 0.01 -0.09 -0.15
O -5.461 2.559 7.433 -0.02 0.06 -0.02
O 4.784 3.903 2.884 -0.15 -0.16 -0.16
O -8.459 -6.825 -1.663 0.01 0.08 0.00
O -3.334 -1.049 0.438 0.35 0.15 -0.04
N 2.455 3.771 -0.377 -0.65 -1.75 0.43
N -1.546 -2.339 -1.567 0.26 1.93 -0.06
C -7.603 -7.913 -1.991 -0.38 -0.03 -0.05
C 0.007 0.077 -1.023 -1.41 -1.82 -0.73
C 0.668 7.013 2.408 -0.13 0.05 -0.25
C -3.640 4.654 2.945 -0.39 0.01 0.13
C 5.526 2.163 -1.378 1.13 0.25 0.65
C -0.758 -0.115 -2.295 0.22 -1.30 1.83
C -3.992 -10.960 -0.999 -0.28 -0.18 0.26
C -1.510 -1.331 -2.537 1.38 1.67 1.11
C 2.674 2.632 0.365 -1.05 -1.84 -0.23
C -0.063 -1.022 -0.039 -1.02 0.26 -2.25
C -3.066 3.975 -1.171 -0.42 0.10 -0.26
C 5.760 4.798 -1.172 -0.26 -0.77 -0.16
C 6.630 -0.974 0.447 -0.07 -0.77 0.70
C 3.635 4.125 3.705 0.21 -0.16 0.15
C 0.780 9.887 -1.053 -0.19 0.02 -0.19
C 4.278 5.359 -1.267 0.67 0.39 0.28
C -2.334 -3.560 -1.897 1.29 -0.57 -0.25
C 8.623 -3.781 2.820 -0.14 -0.21 -0.09
C -1.613 -8.995 -4.975 -0.08 0.33 0.04
C 3.319 4.962 -0.077 -0.25 2.11 -0.20
C 0.814 1.365 -0.808 1.80 1.50 0.88
C 1.447 3.798 -1.315 -1.27 -2.25 -0.28
C -1.351 -4.639 -2.573 -1.58 -0.42 -0.13
C -6.852 -4.000 -1.149 -0.12 -0.24 -0.05
C 0.606 2.620 -1.572 1.46 -0.55 1.49
C 8.152 5.951 1.861 0.18 -0.26 0.02
C 1.909 1.395 0.202 -1.02 2.15 -1.75
C -6.225 0.783 4.766 0.25 0.27 -0.06
C 10.198 0.832 1.091 -0.20 -0.09 -0.12
C -4.369 -1.626 1.241 -0.18 -0.09 -0.02
C -3.897 -9.946 -7.888 0.33 -0.06 0.09
C 5.482 0.779 -0.626 -0.47 -0.46 -0.83
C -2.191 -7.449 -0.737 0.33 -0.23 0.23
C 5.919 3.407 -0.446 0.50 -0.69 -0.80
C -4.622 7.842 -0.208 0.21 -0.28 -0.05
C -4.396 2.042 8.224 -0.29 -0.05 0.12
C -0.877 -2.200 -0.360 0.95 1.19 -0.24
H -1.299 -8.417 -5.848 0.19 -0.13 -0.03
H -7.717 -8.172 -3.046 0.18 -0.14 0.02
H -1.046 -6.906 0.738 -0.19 -0.03 0.08
H -2.837 7.445 -0.861 -0.08 0.14 -0.01
H -4.015 -2.561 1.683 -0.16 0.00 0.10
H 0.572 5.134 1.919 -0.07 0.09 0.19
H -6.812 1.438 4.117 -0.15 0.02 0.14
H -4.814 -11.098 -1.706 0.08 0.21 -0.14
H -2.083 -1.478 -3.490 0.64 0.02 1.22
H -0.415 7.143 2.460 0.04 0.19 0.00
H 4.364 6.487 -1.231 -0.29 -1.23 -0.06
H 3.836 4.862 0.927 -0.55 -0.37 -1.35
H -4.753 -9.728 -8.524 0.12 -0.05 -0.05
H 4.590 2.345 -1.975 0.59 -0.37 0.69
H 0.486 -0.935 0.931 -0.85 -0.37 -1.01
H -5.124 7.437 -1.092 -0.20 0.02 0.09
H -5.167 8.715 0.146 0.13 0.01 -0.07
H -7.845 -8.777 -1.368 0.19 -0.10 -0.07
H 1.255 10.480 -0.274 0.02 -0.14 -0.02
H 6.240 -1.004 1.513 0.34 0.25 -1.05
H 9.270 -2.938 3.060 -0.04 -0.04 -0.11
H -5.526 4.917 2.593 0.05 0.15 -0.12
H -3.722 3.565 3.013 0.21 -0.03 0.13
H -6.894 0.098 5.285 0.09 -0.06 -0.12
H 5.923 -1.610 -0.160 0.69 0.72 0.31
H 3.431 3.233 4.303 -0.13 0.10 0.11
H -0.302 10.020 -0.999 0.04 0.16 0.00
H 8.028 5.711 2.919 0.07 0.19 0.05
H 8.182 4.098 1.282 0.27 -0.15 0.01
H -0.902 -8.849 -4.157 0.17 -0.11 -0.11
H 3.486 2.645 1.136 -0.74 0.36 -0.88
H 2.157 0.510 0.832 -0.14 1.00 -0.64
H -2.768 -4.017 -0.969 0.36 0.41 -0.82
H -1.648 -10.052 -5.236 -0.10 0.06 0.07
H -0.982 -3.068 0.344 0.13 1.07 -0.76
H -3.129 -1.680 -0.253 -0.51 0.14 0.05
H -2.149 -8.511 -0.491 -0.09 -0.01 -0.19
H 7.021 3.280 -0.254 -1.30 0.10 -0.18
H -6.571 -7.614 -1.804 -0.07 0.05 0.03
H -2.027 -10.404 -8.132 -0.07 -0.02 -0.17
H 1.147 10.213 -2.029 -0.03 0.15 0.06
H -7.363 -4.406 -2.022 -0.13 -0.03 0.16
H -4.590 7.089 0.582 -0.25 0.02 0.01
H -3.050 -10.928 -1.545 -0.04 -0.09 0.06
H -2.693 4.916 2.474 -0.09 0.06 -0.04
H 1.140 7.610 3.187 0.00 -0.17 0.01
H -4.425 2.485 9.222 0.19 -0.09 0.03
H -3.837 4.480 -0.584 0.07 -0.20 0.25
H 5.526 3.722 3.473 0.04 0.06 -0.26
H -2.124 3.995 -0.622 0.00 0.08 -0.07
H -6.827 -4.745 -0.353 -0.19 0.01 -0.04
H -3.451 2.298 7.746 -0.11 0.04 -0.03
H -4.481 0.955 8.297 0.18 -0.01 0.10
H 0.679 8.010 -1.547 0.02 0.17 0.08
H -3.735 4.620 -2.877 0.15 0.12 0.00
H -3.691 -9.081 -7.251 -0.23 -0.02 0.12
H 6.439 5.525 -0.665 -0.78 -0.60 -0.42
H -0.729 0.720 -3.029 -0.22 -1.13 0.43
H 3.810 4.980 4.359 -0.24 -0.01 0.03
H -3.356 2.936 -1.356 -0.01 -0.07 0.26
H -3.681 5.094 3.944 0.23 -0.13 0.05
H 11.222 1.150 1.279 -0.11 0.05 0.02
H -4.627 -0.928 2.036 0.08 -0.13 -0.13
H 10.077 0.609 0.028 0.15 -0.15 0.02
H 8.418 1.578 1.284 0.15 -0.04 -0.08
H -0.198 2.646 -2.352 0.95 0.40 0.93
H 1.223 4.715 -1.909 0.63 -0.70 0.81
H 1.034 7.340 1.433 -0.09 0.22 0.05
H 7.716 -3.723 3.426 0.11 0.01 0.18
H -5.071 -4.422 -1.806 -0.28 0.01 0.03
H -4.732 0.649 3.530 -0.07 -0.05 0.16
H 2.777 4.332 3.063 0.17 0.08 0.10
H -6.284 2.321 7.876 0.08 0.12 -0.10
H -3.119 -3.354 -2.677 0.75 0.03 1.05
H 7.622 -1.497 0.458 -0.83 0.82 -0.15
H 7.717 -4.472 1.249 0.16 0.09 -0.06
H -4.125 -10.023 -0.450 -0.01 0.15 -0.19
H 5.433 3.364 0.566 0.36 0.15 -0.96
H -5.250 -1.815 0.626 -0.01 -0.07 0.12
H -4.118 -10.820 -7.271 -0.20 0.11 0.09
H 2.588 5.820 0.047 0.69 -0.98 -0.09
H -4.796 -12.056 0.384 0.15 -0.11 -0.03
H -9.363 -7.111 -1.836 0.10 0.12 0.07
H 3.824 5.122 -2.268 0.19 0.06 1.00
H -1.451 -7.214 -1.504 -0.10 -0.28 -0.12
H -7.383 -3.116 -0.799 0.16 0.02 -0.04
H 7.580 6.848 1.626 -0.02 -0.10 -0.04
H -3.185 -7.204 -1.108 0.03 0.02 0.10
H 5.222 -0.011 -1.403 0.04 0.82 0.78
H -5.676 1.377 5.498 -0.26 0.01 0.02
H 9.152 -4.713 3.032 0.04 0.08 0.18
H 6.129 4.661 -2.228 -0.25 0.26 1.01
H 4.695 0.710 0.182 0.50 0.33 -0.64
H 6.363 2.074 -2.137 -1.00 0.08 0.69
H 9.979 -0.056 1.688 0.17 -0.10 -0.09
H -2.855 -7.643 -4.344 -0.05 -0.21 -0.07
H 9.207 6.129 1.642 -0.02 0.15 0.13


(2)
21
Properties=species:S:1:pos:R:3:forces:R:3 method="wB97M-V/def2-TZVPD" energy_ha=-553.5537 de_lowest_kj_mol=163.32 charge=0 lumo_energy_ha=0.0244 orbital_gap_ha=0.3507
O -0.999 0.436 1.817 -0.60 -0.49 -0.19
O -0.223 -1.740 1.437 -0.76 0.56 -0.69
N 1.492 0.750 -0.170 1.23 0.16 0.70
C -0.576 0.343 -3.168 1.61 -0.39 -1.19
C 0.537 0.292 -1.086 -0.64 0.47 -0.08
C 0.590 0.564 -2.414 0.83 0.52 -1.88
C 1.707 0.726 2.329 0.34 0.05 0.17
C -0.610 -0.280 -0.517 0.44 -0.93 0.27
C -1.647 -0.731 -1.304 -0.87 0.37 -0.07
C -1.599 -0.422 -2.682 0.83 1.07 2.03
C 1.144 0.402 0.996 -1.83 -2.18 -0.46
C -0.282 -0.419 0.945 1.97 1.53 1.30
H 2.594 1.363 2.204 -0.41 -0.02 0.18
H 1.547 0.895 -2.924 -1.41 0.04 0.91
H -1.896 0.509 1.497 -0.51 0.02 0.01
H -2.390 -0.577 -3.318 -1.93 -0.69 -1.13
H 0.871 1.225 2.866 0.82 -0.20 -0.04
H -0.580 0.676 -4.221 -0.05 -0.33 0.62
H 2.029 -0.173 2.915 -0.46 0.59 -0.56
H 0.643 -1.899 1.798 0.45 -0.07 0.28
H -2.598 -1.123 -0.887 0.97 -0.10 -0.20


(3)
93
Properties=species:S:1:pos:R:3:forces:R:3 method="wB97M-V/def2-TZVPD" energy_ha=-2119.7957 multiplicity=3 charge=+1 lumo_energy_ha="-0.1264 / -0.1264" orbital_gap_ha="0.2335 / 0.2792"
I 3.072 0.356 3.425 0.06 -0.12 0.12
I 0.330 2.518 2.509 -0.08 0.23 0.03
O 1.254 -4.878 -1.115 -0.13 -0.09 -0.05
O -3.234 0.304 -0.560 0.03 0.29 0.08
N 3.608 0.981 0.579 0.17 -0.13 0.19
N 0.811 -5.286 0.014 0.38 0.29 0.12
N 5.159 2.564 -0.194 -0.46 0.41 -0.09
N -4.066 0.885 -1.344 0.03 -0.62 -0.18
N 3.457 3.221 1.227 0.78 0.05 -0.62
C 1.148 1.214 1.034 -0.12 -0.21 -0.08
C -5.466 0.338 -1.238 -0.05 0.16 0.11
C -4.218 2.352 -3.389 -0.02 0.02 0.05
C 4.057 2.206 0.563 0.10 -0.03 0.34
C -3.633 -0.111 -3.545 0.04 -0.03 -0.03
C 2.793 -5.504 1.434 0.06 0.00 0.00
C 1.321 -3.458 1.555 0.04 0.08 0.05
C -5.038 -0.707 -3.532 -0.02 0.02 0.01
C -2.041 1.544 -2.543 0.15 -0.07 -0.02
C -3.508 1.171 -2.710 -0.03 0.20 0.00
C 1.716 7.666 0.665 0.03 0.02 -0.03
C 2.249 -4.394 2.328 -0.01 0.00 -0.01
C -6.519 1.362 -1.660 0.03 0.04 -0.02
C 0.085 0.176 0.693 -0.09 0.02 0.01
C 0.183 -4.195 0.831 -0.17 -0.07 0.00
C -5.722 -0.011 0.225 0.00 -0.05 -0.03
C 2.478 0.496 1.373 0.03 0.01 -0.10
C 4.988 4.020 -0.410 -0.16 -0.08 0.01
C 0.918 -7.202 1.645 -0.04 0.01 -0.01
C -0.554 -3.264 -0.126 0.05 0.04 0.03
C 2.456 6.971 1.806 0.02 -0.03 -0.05
C 3.979 6.864 1.592 0.01 0.08 0.09
C 3.978 4.500 0.678 -0.01 -0.11 0.13
C -5.536 -0.925 -2.107 0.00 -0.04 -0.01
C 1.702 -6.289 0.692 -0.12 -0.13 -0.02
C 2.331 -7.163 -0.388 0.02 0.04 0.00
C -0.847 -4.727 1.830 0.03 -0.06 0.00
C 4.498 5.438 1.769 0.11 0.02 -0.08
H 4.182 5.067 2.749 -0.02 0.02 0.00
H -3.510 2.857 -4.047 -0.01 -0.02 -0.03
H 0.883 -2.716 2.232 0.00 0.01 -0.02
H -6.538 1.561 -2.726 -0.01 -0.01 0.01
H 5.591 5.434 1.771 0.00 -0.06 0.04
H 5.942 4.537 -0.395 0.01 0.00 0.09
H 1.409 -8.173 1.684 0.01 0.01 0.03
H 1.328 1.859 0.176 0.03 0.00 0.04
H -0.808 0.644 0.279 -0.01 -0.01 0.03
H -5.577 0.863 0.861 -0.01 0.00 0.00
H -1.082 -2.506 0.454 -0.01 0.00 -0.02
H -1.472 0.732 -2.097 -0.01 0.00 0.02
H -1.622 1.758 -3.528 -0.03 0.03 0.00
H -6.755 -0.345 0.325 0.01 0.00 0.01
H 2.358 -0.544 1.081 0.04 0.00 0.03
H -5.021 -1.664 -4.057 -0.03 0.01 -0.03
H -5.732 -0.071 -4.088 0.01 0.02 0.02
H 3.492 3.104 2.238 -0.73 -0.02 0.01
H 2.264 7.502 2.739 -0.05 -0.06 0.02
H 1.908 -2.916 0.802 -0.03 -0.05 -0.06
H 0.873 -6.825 2.664 -0.01 0.01 -0.01
H 1.561 -7.679 -0.962 0.00 -0.01 0.01
H 0.126 -2.781 -0.823 0.00 -0.02 -0.02
H 1.729 -4.809 3.194 -0.02 -0.02 -0.02
H -1.933 2.433 -1.918 -0.02 0.01 0.00
H -7.499 0.972 -1.385 0.00 0.01 0.01
H 4.140 0.301 0.052 0.02 -0.02 0.03
H 2.961 -7.909 0.098 0.00 0.00 -0.01
H 1.858 8.747 0.695 0.03 0.00 -0.01
H 4.245 7.226 0.594 0.00 -0.03 -0.01
H 3.386 -6.212 2.019 0.02 0.03 0.00
H -6.373 2.306 -1.133 -0.01 0.00 0.00
H -2.927 -0.848 -3.150 0.00 0.02 0.04
H -1.288 -3.822 -0.708 0.00 -0.01 0.00
H -1.570 -5.369 1.327 -0.01 0.01 0.01
H 6.014 2.324 0.299 0.06 -0.23 -0.23
H 2.034 5.969 1.943 0.02 0.00 -0.01
H -4.933 -1.704 -1.629 0.03 0.03 0.02
H -0.219 -0.378 1.583 0.06 -0.03 0.00
H -0.414 -5.279 2.657 -0.01 0.01 0.00
H -5.063 2.048 -4.002 0.00 0.00 0.02
H 2.938 -6.581 -1.076 -0.02 0.01 -0.01
H -6.570 -1.278 -2.111 0.01 -0.03 -0.01
H 4.508 7.508 2.295 0.00 0.03 -0.04
H 3.088 -3.819 2.728 -0.02 0.00 0.05
H 4.534 4.142 -1.390 0.15 0.07 -0.07
H -4.567 3.078 -2.656 0.03 0.02 -0.01
H -5.062 -0.800 0.573 0.02 0.01 0.00
H 0.646 7.467 0.707 -0.01 0.06 0.04
H 3.145 4.961 0.148 -0.05 0.13 0.18
H 2.079 7.323 -0.308 -0.04 -0.05 0.01
H -0.100 -7.361 1.290 0.02 -0.03 -0.02
H 0.468 -0.538 -0.040 0.00 0.04 -0.04
H -3.322 0.118 -4.568 0.00 -0.03 0.00
H -1.386 -3.877 2.250 -0.01 0.00 -0.01
H 3.463 -5.067 0.686 -0.03 0.00 -0.03


(4)
6
Properties=species:S:1:pos:R:3:forces:R:3 method="wB97M-V/def2-TZVPD" energy_ha=-227.7320 de_lowest_kj_mol=304.01 charge=0 lumo_energy_ha="-0.0162 / -0.0124" orbital_gap_ha="0.2979 / 0.3276"
O 3.769 -0.032 0.105 0.84 0.09 0.85
O 1.539 0.123 0.194 -2.53 -0.24 1.62
C 2.696 0.001 -0.350 0.41 -0.51 -2.39
C 0.201 -0.073 -0.112 0.44 4.37 0.30
H -0.359 0.940 0.060 0.96 -2.39 -0.52
H -0.249 -1.012 -0.013 -0.12 -1.32 0.14